Record 1
{"formula": "C4H4BeLiO5", "method": "wB97M-V/def2-TZVPD", "homo_ev": [-11.8, -11.8], "total_charge": 1, "homo_lumo_gap_ev": [5.5, 5.6], "largest_force_ev_per_a": 7.47, "de_lowest_kcal_mol": 35.47, "lumo_ev": [-6.263, -6.264], "e_tot_ha": -552.9440, "species": ["O", "C", "O", "O", "C", "C", "H", "H", "H", "H", "O", "O", "C", "Li", "Be"], "coordinates": [[0.13154, -2.96967, 0.94210], [0.42807, -1.77287, 0.62829], [1.58100, -1.37834, 0.39561], [-0.66498, -1.01336, 0.46220], [-0.80584, 0.30581, 1.03419], [-0.79273, 1.42238, 0.01072], [-0.01826, 0.47283, 1.77999], [-1.74318, 0.27408, 1.60339], [-0.34933, 2.39047, -0.26115], [-1.60363, 2.03911, 0.44445], [-1.13069, 0.91137, -1.63253], [1.00739, 1.06068, -2.15830], [-0.18689, 1.05483, -2.50757], [2.46188, -3.26295, 0.06800], [1.68564, 0.46563, -0.80937]], "atomic_forces_ev_per_a": [[2.44, 2.44, -1.11], [-5.37, -4.94, 1.58], [3.96, 3.40, -2.20], [0.02, 1.38, 0.01], [1.59, -0.80, 0.38], [-2.21, 1.05, -1.95], [0.10, -0.03, 0.03], [0.18, 0.03, -0.57], [2.32, -0.95, 0.71], [-1.22, -0.70, -1.35], [0.13, 1.33, 2.18], [4.74, -0.68, 3.06], [-3.59, -0.75, -0.39], [-0.92, 0.21, 0.53], [-2.17, -1.00, -0.91]], "mulliken_charge": [-0.68, 1.00, -0.80, -0.30, -0.51, -0.55, 0.33, 0.39, 0.42, 0.30, -0.13, 0.03, 0.15, 0.92, 0.44]}

Record 2
{"formula": "C50H35N8O3Zn", "method": "wB97M-V/def2-TZVPD", "homo_ev": -4.2, "total_charge": -1, "homo_lumo_gap_ev": 5.7, "largest_force_ev_per_a": 0.31, "de_lowest_kcal_mol": 4.55, "lumo_ev": 1.580, "e_tot_ha": -4369.6870, "species": ["Zn", "C", "C", "C", "C", "C", "C", "C", "C", "C", "C", "C", "N", "C", "C", "C", "C", "C", "C", "C", "C", "C", "C", "C", "C", "C", "N", "C", "C", "C", "C", "C", "C", "C", "C", "C", "C", "C", "C", "N", "C", "C", "N", "C", "C", "C", "C", "C", "C", "H", "H", "H", "H", "H", "H", "H", "H", "H", "H", "H", "H", "H", "H", "H", "H", "H", "H", "H", "H", "H", "H", "H", "H", "H", "H", "H", "H", "N", "C", "O", "C", "C", "N", "C", "N", "H", "H", "N", "C", "C", "O", "O", "H", "H", "H", "H", "H"], "coordinates": [[0.08428, 0.16056, 0.03942], [6.96231, 0.80188, 3.42578], [5.77395, 1.18143, 4.03638], [4.56552, 1.02621, 3.36958], [4.52864, 0.49013, 2.08459], [5.72444, 0.11158, 1.48077], [6.93497, 0.26572, 2.14516], [3.22023, 0.32791, 1.37514], [2.44285, -0.78420, 1.72247], [2.83233, -1.79289, 2.69306], [1.79780, -2.65534, 2.79172], [0.77077, -2.18255, 1.88067], [1.20726, -1.07223, 1.24418], [-0.48875, -2.77033, 1.72257], [-1.50055, -2.32937, 0.85479], [-2.80400, -2.95260, 0.72752], [-3.50299, -2.22017, -0.16988], [-2.63607, -1.13599, -0.59007], [-2.99396, -0.13817, -1.50677], [-4.37792, -0.19580, -2.07248], [-4.61880, -0.69853, -3.34714], [-5.90885, -0.74098, -3.86188], [-6.97758, -0.28200, -3.10402], [-6.74848, 0.21941, -1.82881], [-5.45753, 0.26236, -1.31886], [-2.18252, 0.93224, -1.91652], [-0.93624, 1.20468, -1.44985], [-0.50063, 2.33318, -2.06954], [0.73142, 2.96971, -1.84705], [0.97117, 4.25509, -2.57476], [1.62642, 4.27090, -3.80240], [1.84207, 5.46647, -4.47709], [1.40443, 6.66438, -3.92848], [0.75157, 6.65907, -2.70244], [0.53655, 5.46185, -2.03192], [1.74303, 2.52541, -0.98813], [2.97575, 3.24263, -0.72318], [3.66837, 2.50577, 0.17661], [2.86297, 1.33383, 0.46576], [1.72008, 1.38017, -0.26089], [-1.52598, 2.80955, -2.97336], [-2.56584, 1.94325, -2.87929], [-1.43763, -1.24575, 0.04030], [-0.80722, -3.92897, 2.61124], [-1.09403, -3.71229, 3.95801], [-1.39194, -4.78339, 4.79066], [-1.40656, -6.07901, 4.28808], [-1.12014, -6.30094, 2.94677], [-0.82171, -5.22984, 2.11444], [7.90493, 0.92282, 3.94559], [5.78591, 1.59934, 5.03561], [3.63377, 1.31568, 3.84235], [5.69769, -0.30565, 0.48065], [7.85759, -0.03437, 1.66301], [3.76694, -1.81117, 3.23242], [1.71566, -3.52303, 3.42684], [-3.12950, -3.82658, 1.26939], [-4.51679, -2.37129, -0.50768], [-3.78357, -1.05832, -3.93712], [-6.07947, -1.13629, -4.85612], [-7.98333, -0.31550, -3.50482], [-7.57554, 0.57892, -1.22884], [-5.27304, 0.65015, -0.32331], [1.96800, 3.33340, -4.22581], [2.35311, 5.46170, -5.43224], [1.57157, 7.59743, -4.45292], [0.40877, 7.58927, -2.26619], [0.02897, 5.45243, -1.07405], [3.25358, 4.18883, -1.16276], [4.62743, 2.73000, 0.61823], [-1.45304, 3.68743, -3.59710], [-3.50625, 1.98120, -3.40727], [-1.07609, -2.69554, 4.34199], [-1.61555, -4.60516, 5.83566], [-1.64006, -6.91305, 4.93922], [-1.12794, -7.30957, 2.55079], [-0.59734, -5.39142, 1.06590], [-2.12483, 2.87534, 1.37191], [-1.61550, 1.83984, 2.11505], [-0.62057, 1.22638, 1.68612], [-2.24014, 1.51815, 3.35373], [-3.35455, 2.26096, 3.81353], [-4.24468, 2.91803, 4.15587], [-1.81560, 0.36652, 4.06781], [-1.48735, -0.57484, 4.65475], [-1.81761, 2.89985, 0.41217], [-3.04537, 3.22267, 1.58193], [2.35078, -4.13851, -3.52491], [1.54199, -2.91759, -3.58031], [1.27342, -2.37673, -2.18412], [1.34530, -3.28868, -1.21024], [0.98364, -1.23120, -1.98663], [2.29642, -4.65839, -4.38916], [1.63516, -4.12006, -1.63145], [3.32577, -3.91310, -3.36815], [0.56534, -3.16923, -3.99561], [1.95870, -2.10514, -4.17456]], "atomic_forces_ev_per_a": [[-0.10, -0.02, -0.07], [-0.03, 0.00, -0.02], [-0.02, -0.01, -0.03], [0.03, -0.03, 0.03], [-0.04, -0.01, -0.03], [0.03, 0.02, 0.01], [-0.04, 0.02, 0.01], [-0.04, -0.02, 0.01], [-0.01, 0.00, -0.03], [0.01, 0.05, -0.02], [-0.04, -0.02, -0.01], [-0.10, 0.03, 0.04], [0.18, 0.10, 0.00], [-0.02, 0.04, 0.01], [0.03, 0.04, 0.02], [0.02, 0.01, 0.01], [0.01, 0.05, 0.00], [0.02, 0.00, -0.05], [0.08, 0.00, 0.03], [-0.01, 0.03, 0.06], [-0.02, 0.00, -0.05], [0.02, 0.01, 0.03], [0.03, 0.00, 0.02], [0.04, -0.01, -0.02], [-0.01, -0.02, -0.01], [-0.01, 0.00, 0.03], [0.06, -0.04, -0.05], [-0.02, 0.04, 0.05], [-0.03, -0.06, 0.01], [-0.05, -0.01, 0.03], [0.03, 0.02, -0.03], [-0.02, -0.02, 0.04], [-0.01, -0.02, 0.02], [0.00, -0.04, -0.01], [0.01, 0.03, -0.02], [0.00, 0.03, -0.05], [-0.03, -0.04, -0.03], [-0.02, -0.02, 0.00], [0.06, -0.01, -0.06], [0.06, 0.03, 0.05], [0.00, -0.03, -0.01], [0.03, 0.00, 0.03], [-0.03, -0.03, 0.02], [-0.01, -0.14, -0.03], [0.10, 0.08, 0.06], [0.02, -0.07, -0.09], [0.00, 0.03, -0.02], [0.00, 0.01, 0.04], [-0.04, 0.02, 0.00], [-0.01, 0.00, 0.00], [0.00, 0.00, -0.01], [0.03, 0.00, -0.01], [0.00, 0.01, 0.02], [-0.01, 0.00, 0.00], [-0.03, -0.02, -0.02], [0.01, 0.01, -0.01], [-0.01, 0.03, -0.01], [0.03, -0.03, 0.01], [-0.01, 0.01, 0.01], [0.01, 0.00, 0.01], [0.01, 0.00, 0.01], [0.01, 0.00, -0.01], [-0.01, 0.00, -0.02], [-0.01, 0.02, 0.01], [0.00, 0.00, 0.00], [0.00, -0.01, 0.01], [0.00, -0.01, 0.00], [0.01, 0.01, -0.02], [0.00, -0.04, 0.02], [-0.03, 0.00, -0.01], [0.00, -0.02, 0.02], [0.02, 0.01, 0.02], [-0.07, -0.14, -0.03], [0.00, 0.02, -0.02], [0.00, 0.00, -0.01], [0.00, 0.01, -0.01], [0.00, -0.02, 0.01], [0.00, 0.05, 0.05], [-0.13, -0.03, -0.18], [0.12, -0.02, 0.28], [-0.19, -0.16, 0.19], [0.26, -0.07, 0.02], [-0.03, -0.04, -0.08], [-0.05, 0.21, -0.09], [-0.03, 0.25, -0.02], [0.00, -0.02, 0.00], [-0.01, 0.00, -0.01], [-0.01, 0.12, 0.03], [0.08, -0.16, 0.02], [-0.10, 0.02, 0.13], [0.04, -0.02, -0.06], [0.04, 0.03, -0.10], [-0.05, -0.04, 0.00], [-0.01, 0.01, 0.03], [0.01, 0.00, -0.02], [-0.03, 0.02, -0.04], [0.03, 0.04, -0.01]], "mulliken_charge": [1.47, -0.34, -0.85, 0.24, -0.71, 0.25, -0.77, 0.52, 0.16, -1.43, -1.74, 0.32, 1.11, 1.27, 0.29, -1.63, -1.65, 0.23, 0.66, -0.73, 0.24, -0.78, -0.35, -0.86, 0.20, -0.07, 1.07, 0.09, 0.54, -0.49, 0.20, -0.79, -0.34, -0.81, 0.21, 0.17, -1.57, -1.53, 0.26, 0.81, -1.64, -1.56, 1.41, -1.09, 0.18, -0.89, -0.40, -0.75, -0.02, 0.37, 0.38, 0.50, 0.40, 0.36, 0.51, 0.55, 0.55, 0.50, 0.42, 0.37, 0.37, 0.39, 0.53, 0.45, 0.37, 0.36, 0.37, 0.49, 0.46, 0.48, 0.52, 0.51, 0.62, 0.42, 0.36, 0.37, 0.40, -0.39, 0.64, -0.60, -0.05, -0.19, -0.67, 0.30, -0.75, 0.14, 0.22, -0.59, -0.54, 0.37, -0.39, -0.48, 0.22, 0.43, 0.20, 0.31, 0.33]}

Record 3
{"formula": "C2HF3O", "method": "wB97M-V/def2-TZVPD", "homo_ev": -11.2, "homo_lumo_gap_ev": 11.3, "largest_force_ev_per_a": 2.92, "de_lowest_kcal_mol": 1.82, "lumo_ev": 0.027, "e_tot_ha": -451.6354, "species": ["O", "C", "C", "F", "F", "F", "H"], "coordinates": [[2.02420, 0.09134, -0.00921], [1.03415, -0.56566, 0.19751], [-0.38078, -0.01791, -0.03975], [-0.30432, 1.28904, -0.36522], [-0.99039, -0.73604, -0.94935], [-1.05160, -0.06342, 1.16922], [1.00304, -1.63552, 0.43517]], "atomic_forces_ev_per_a": [[-1.08, -0.84, 0.52], [0.76, 0.50, -0.99], [0.94, 1.82, 2.08], [-0.53, -0.94, -0.35], [-0.65, -0.01, -0.29], [0.19, -0.36, -1.29], [0.37, -0.17, 0.32]], "mulliken_charge": [-0.40, -0.08, 0.84, -0.23, -0.21, -0.24, 0.31]}